[1]
{
  "formula": "C6H9NO",
  "method": "ωB97M-V/def2-TZVPD",
  "symbols": ["C", "C", "C", "N", "C", "C", "C", "O", "H", "H", "H", "H", "H", "H", "H", "H", "H"],
  "xyz": [[-2.3000, 0.1813, 0.8631], [-1.2784, 0.8798, 0.3614], [-0.1807, 0.0723, -0.7657], [-0.5514, -1.1330, -1.3454], [0.9565, 0.0333, 0.1928], [2.4018, -0.0338, -0.1985], [0.4498, 0.3658, 1.3878], [0.4480, 0.3897, 2.5784], [-3.2479, 0.6330, 1.1262], [-2.1994, -0.8796, 1.0624], [-1.3970, 1.9479, 0.2005], [-0.1450, 0.8761, -1.5047], [-0.6183, -1.9332, -0.7344], [-0.6863, -1.2367, -2.3390], [2.6146, -0.9349, -0.7795], [2.7084, 0.8270, -0.8001], [3.0253, -0.0552, 0.6949]],
  "forces_ev_per_a": [[0.3, 0.2, 0.1], [-0.8, -1.4, -2.7], [-0.9, 2.1, 2.1], [-0.2, -0.6, 0.0], [-0.4, 0.5, -0.5], [0.1, -0.3, 0.4], [2.1, -1.0, 2.1], [-0.5, 0.5, -1.5], [0.1, 0.1, 0.5], [-0.2, -0.2, -0.4], [0.2, 0.0, 0.0], [0.2, -0.2, -0.1], [0.1, 0.0, -0.5], [-0.2, 0.0, 0.4], [-0.1, 0.0, 0.0], [-0.1, 0.0, 0.0], [0.1, 0.0, -0.1]],
  "nbo_charge": [-0.30, -0.31, 0.02, -0.86, -0.33, -0.62, 0.67, -0.50, 0.20, 0.19, 0.21, 0.20, 0.39, 0.40, 0.22, 0.21, 0.23],
  "smiles": "C=C[C@H](N)C(C)=C=O",
  "gap_ev": [8.17, 8.17],
  "charge": 0,
  "max_force_ha_per_bohr": 0.0610,
  "e_homo_ev": [-8.09, -8.09]
}

[2]
{
  "formula": "C6H9NO",
  "method": "ωB97M-V/def2-TZVPD",
  "symbols": ["C", "C", "O", "C", "C", "C", "N", "C", "H", "H", "H", "H", "H", "H", "H", "H", "H"],
  "xyz": [[-1.3651, -1.2489, 0.3828], [-0.5763, -0.5994, -0.7277], [-0.8785, -0.7850, -1.9082], [0.7098, 0.1677, -0.3768], [1.8099, -0.7984, 0.0476], [0.4543, 1.1364, 0.7068], [-0.0522, 2.1464, 1.2835], [-0.6648, 2.0576, 0.0376], [-0.8174, -1.2511, 1.3275], [-1.5731, -2.2880, 0.1145], [-2.3036, -0.7064, 0.5181], [1.0331, 0.7056, -1.2763], [2.0066, -1.5293, -0.7438], [2.7395, -0.2603, 0.2618], [1.5409, -1.3536, 0.9526], [-1.7154, 1.8102, 0.0838], [-0.3477, 2.7966, -0.6838]],
  "forces_ev_per_a": [[0.2, 0.0, 0.2], [-0.2, -0.7, -2.1], [0.6, 0.5, 2.1], [1.4, -1.3, 0.5], [0.4, -0.8, -0.2], [-2.8, 1.8, -2.2], [1.8, 0.0, 2.9], [-0.6, 0.4, -0.4], [-0.1, 0.1, 0.0], [-0.1, 0.2, -0.1], [0.0, -0.1, 0.0], [-0.2, 0.0, 0.2], [0.1, 0.1, 0.1], [-0.2, 0.0, -0.1], [0.0, 0.1, -0.1], [-0.2, -0.3, -0.3], [0.0, 0.0, -0.3]],
  "nbo_charge": [-0.74, 0.62, -0.53, -0.36, -0.61, 0.24, -0.31, -0.30, 0.22, 0.25, 0.25, 0.26, 0.22, 0.22, 0.21, 0.17, 0.17],
  "smiles": "CC(=O)[C@H](C)C1=NC1",
  "gap_ev": 9.35,
  "charge": 0,
  "max_force_ha_per_bohr": 0.0784,
  "e_homo_ev": -8.59
}

[3]
{
  "formula": "C6H9NO",
  "method": "ωB97M-V/def2-TZVPD",
  "symbols": ["C", "C", "N", "C", "C", "C", "C", "H", "H", "H", "H", "H", "H", "H", "H", "H", "O"],
  "xyz": [[1.1047, 0.4895, -1.3082], [0.4493, 1.5709, -0.6620], [-0.1140, 1.4195, 0.6848], [-1.1418, 0.5657, 0.3608], [-0.3023, 0.3562, -1.5088], [-0.1086, -1.8199, -0.0223], [-0.7950, -0.5732, -0.3939], [1.8634, 0.4582, -2.0922], [0.2367, 2.5279, -1.1013], [0.4424, 0.9562, 1.4567], [-1.0435, 0.7884, -2.1561], [0.5136, -1.6909, 0.8930], [0.5049, -2.1078, -0.8756], [-2.1114, 0.8125, 0.7917], [0.9395, -0.5778, 3.2589], [-0.7904, -2.6543, 0.1762], [0.3524, -0.5209, 2.4983]],
  "forces_ev_per_a": [[-0.2, 0.1, -0.7], [-0.8, -1.4, 0.4], [-0.4, 0.8, -0.3], [0.0, -0.4, 2.1], [-1.1, 0.4, -0.4], [-0.2, -1.2, -0.1], [2.7, 1.2, -0.6], [0.1, -0.3, 0.6], [0.4, 0.5, 0.0], [0.3, -0.5, 0.6], [0.1, -0.1, -0.7], [-0.5, 0.3, -0.1], [0.0, -0.1, 0.0], [-0.3, -0.3, -0.3], [-0.2, 0.0, 0.0], [-0.2, 0.2, 0.2], [0.2, 0.8, -0.8]],
  "nbo_charge": [-0.20, -0.01, -0.66, 0.32, -0.32, -0.69, 0.15, 0.24, 0.23, 0.49, 0.21, 0.34, 0.22, 0.24, 0.44, 0.24, -1.24],
  "gap_ev": 5.60,
  "charge": 0,
  "max_force_ha_per_bohr": 0.0588,
  "e_homo_ev": -7.70
}

[4]
{
  "formula": "C6H9NO",
  "method": "ωB97M-V/def2-TZVPD",
  "symbols": ["C", "C", "C", "N", "C", "C", "H", "H", "H", "H", "H", "C", "O", "H", "H", "H", "H"],
  "xyz": [[-0.3870, -1.9139, -1.9789], [-1.4045, -1.6592, -1.1043], [-1.2883, -0.5795, -0.2569], [-0.2582, 0.2579, -0.2824], [0.7312, 0.0152, -1.1582], [0.7315, -1.0835, -2.0145], [-0.4900, -2.7419, -2.6884], [-2.2607, -2.3555, -1.0689], [-2.0199, -0.3340, 0.4904], [1.5266, 0.7405, -1.1523], [1.4684, -1.2381, -2.7714], [0.7345, 1.8222, 2.6258], [0.1058, 2.3663, 1.5000], [0.7493, 2.5600, 3.4833], [0.2567, 0.8727, 3.0039], [1.8265, 1.6648, 2.4231], [-0.0218, 1.6060, 0.9497]],
  "forces_ev_per_a": [[0.6, -0.3, -1.0], [-1.0, -0.9, 0.4], [0.2, 0.4, 0.3], [0.6, -0.4, -0.5], [-0.4, -0.3, 0.1], [-1.0, 0.4, 0.3], [0.2, 0.3, 0.3], [0.4, 0.7, 0.1], [-0.4, -0.1, 0.1], [0.3, 0.1, -0.1], [0.6, 0.0, -0.1], [1.1, 0.4, 1.5], [0.0, 0.8, 1.1], [-0.4, -0.7, -0.9], [0.5, 0.8, -0.4], [-0.7, -0.3, 0.1], [-0.5, -0.7, -1.4]],
  "nbo_charge": [-0.16, -0.26, 0.05, -0.46, 0.04, -0.26, 0.22, 0.23, 0.20, 0.20, 0.22, -0.25, -0.75, 0.17, 0.16, 0.15, 0.49],
  "smiles": "c1ccncc1.CO",
  "gap_ev": 10.29,
  "charge": 0,
  "max_force_ha_per_bohr": 0.0372,
  "e_homo_ev": -9.52
}